1.
20
Properties=species:S:1:pos:R:3:lowdin_spin:R:1 method="wB97M-V/def2-TZVPD" de_lowest_kj_mol=491.5 charge=+1 multiplicity=2 e_lumo_ev="-7.44 / -7.46" orbital_gap_ha="0.2015 / 0.2008" homo_ha="-0.475 / -0.475"
O -0.729 -0.162 2.109 0.0000
C 0.162 0.521 1.688 0.0004
C 0.072 1.953 1.362 -0.0002
C 0.510 -2.694 0.976 0.0000
C 1.094 -2.356 -0.184 0.0003
C -1.453 0.273 -1.570 0.1118
N -0.188 0.634 -2.085 0.7705
N 0.639 2.344 0.225 0.0184
H 1.158 0.083 1.485 0.0001
H -0.257 2.767 2.001 0.0005
H 0.266 -3.734 1.159 0.0000
H 0.099 -1.867 1.558 0.0000
H 1.472 -3.114 -0.850 0.0000
H 1.030 -1.296 -0.413 -0.0001
H -2.295 0.999 -1.624 0.0214
H -1.406 0.285 -0.471 0.0032
H -1.847 -0.634 -2.052 0.0414
H -0.229 1.214 -2.924 0.0222
H 0.492 1.780 -0.638 0.0102
H 1.411 3.004 0.246 0.0000

***

2.
15
Properties=species:S:1:pos:R:3:nbo_charge:R:1 method="wB97M-V/def2-TZVPD" de_lowest_kj_mol=652.2 charge=0 e_lumo_ev=0.52 orbital_gap_ha=0.3335 homo_ha=-0.314
C 2.425 0.604 -0.098 -0.6022
C 1.656 -0.700 0.076 -0.6061
C -2.533 -1.518 -0.112 -0.1102
N -2.342 0.945 0.728 -0.3288
N -3.007 0.879 -0.561 -0.2874
N -2.574 -0.287 0.004 -0.1040
H 1.834 1.457 0.233 0.1928
H 2.688 0.755 -1.144 0.2034
H 3.344 0.580 0.485 0.2056
H 2.293 -1.549 -0.158 0.2083
H 1.304 -0.805 1.100 0.1999
H 0.792 -0.739 -0.589 0.1973
H -2.067 -2.022 0.736 0.1562
H -1.355 1.208 0.667 0.3332
H -2.459 1.192 -1.368 0.3421

***

3.
23
Properties=species:S:1:pos:R:3:nbo_charge:R:1 method="wB97M-V/def2-TZVPD" de_lowest_kj_mol=141.1 charge=0 e_lumo_ev=-0.19 orbital_gap_ha=0.2996 homo_ha=-0.307
C 0.396 -2.986 0.104 -0.1921
C 1.735 -2.817 -0.217 -0.2219
C -0.416 -1.918 0.419 -0.2183
C 2.310 -1.586 -0.094 -0.1747
C 0.077 -0.626 0.146 -0.0630
C 1.460 -0.456 -0.079 -0.2260
C -0.606 0.649 0.215 -0.0355
C 0.292 1.743 0.185 -0.1764
C -2.951 0.130 -0.363 -0.3546
C -2.042 0.953 0.119 -0.2234
C -0.059 3.176 0.113 -0.6600
O 2.861 1.734 -0.901 -0.9423
S 2.037 1.264 0.205 1.2937
H -0.036 -3.991 0.084 0.2184
H 2.442 -3.553 -0.541 0.2214
H -1.383 -2.262 0.901 0.2331
H 3.308 -1.441 0.108 0.2178
H -4.073 0.411 -0.535 0.2099
H -2.720 -0.908 -0.552 0.2000
H -2.259 1.904 0.522 0.2039
H -0.129 3.596 -0.908 0.2387
H 0.753 3.695 0.430 0.2288
H -0.999 3.289 0.639 0.2224

***

4.
45
Properties=species:S:1:pos:R:3:lowdin_spin:R:1 method="wB97M-V/def2-TZVPD" charge=0 multiplicity=5 e_lumo_ev="-1.21 / -1.21" orbital_gap_ha="0.2512 / 0.2544" homo_ha="-0.296 / -0.299"
Fe -0.524 -0.881 1.537 3.6870
Cl -3.498 -0.444 5.397 0.0023
C -3.701 0.316 3.855 0.0092
C -4.848 1.099 3.617 -0.0009
C -5.049 1.704 2.415 0.0074
Cl -6.496 2.639 2.148 0.0018
C -4.090 1.574 1.385 0.0001
C -4.193 2.162 0.106 0.0012
C -3.189 1.987 -0.801 0.0003
C -2.066 1.225 -0.442 0.0069
N -1.943 0.654 0.733 0.0315
C -2.941 0.804 1.649 0.0026
C -2.742 0.124 2.890 0.0068
O -1.676 -0.622 3.038 0.0912
H -5.580 1.211 4.405 -0.0002
H -5.070 2.743 -0.140 0.0001
H -3.237 2.431 -1.787 0.0001
H -1.242 1.106 -1.138 0.0010
N -1.479 -4.024 -1.246 -0.0008
C -0.852 -2.948 -0.789 0.0024
O -1.284 -2.331 0.195 0.0372
C 0.399 -2.436 -1.462 0.0007
I 1.133 -3.459 -3.174 0.0000
H -2.304 -4.341 -0.764 0.0000
H -1.136 -4.534 -2.039 0.0002
H 1.194 -2.443 -0.725 -0.0001
H 0.213 -1.411 -1.770 0.0002
O 3.360 -2.070 1.622 0.0156
C 2.610 -1.249 1.146 0.0130
O 1.352 -1.110 1.431 0.0785
C 3.152 -0.325 0.070 0.0020
C 4.525 -0.251 -0.115 0.0006
C 5.023 0.556 -1.115 0.0001
C 4.214 1.276 -1.969 0.0000
C 2.858 1.167 -1.773 0.0001
C 2.318 0.402 -0.759 0.0006
N 1.944 1.886 -2.693 0.0000
O 2.425 2.701 -3.444 0.0000
O 0.755 1.635 -2.614 0.0001
N 6.497 0.650 -1.298 0.0000
O 7.195 0.040 -0.515 0.0000
O 6.904 1.352 -2.203 0.0000
H 5.187 -0.829 0.517 0.0001
H 4.629 1.887 -2.755 0.0000
H 1.255 0.378 -0.624 0.0010

***

5.
54
Properties=species:S:1:pos:R:3:nbo_charge:R:1 method="wB97M-V/def2-TZVPD" de_lowest_kj_mol=2149.1 charge=0 e_lumo_ev=0.41 smiles=CCN(Cc1ccncc1)Cc1cn[nH]c1-c1cc(OC)c(OC)c(OC)c1 orbital_gap_ha=0.2906 homo_ha=-0.275
C -3.332 -0.798 -3.889 -0.6161
C -1.814 -0.478 -4.176 -0.2084
N -0.891 -0.469 -3.001 -0.4919
C -1.189 -1.398 -1.776 -0.1645
C 0.213 -1.449 -1.125 -0.0804
C 0.056 -1.876 0.228 -0.1339
C 1.033 -2.127 0.996 -0.0711
N 2.471 -2.129 0.517 -0.4280
C 2.652 -1.599 -0.687 0.0969
C 1.355 -1.198 -1.519 -0.2398
C -0.557 0.790 -2.740 -0.2183
C -1.438 1.692 -1.850 -0.1025
C -2.490 2.346 -2.370 -0.1322
N -3.360 2.538 -1.073 -0.2489
N -2.527 2.284 -0.152 -0.2362
C -1.384 1.559 -0.389 -0.0008
C -0.328 1.316 0.375 -0.0099
C 0.914 1.546 0.195 -0.2493
C 1.969 1.362 1.163 0.3527
O 3.140 1.535 0.795 -0.5192
C 4.366 0.778 1.244 -0.2836
C 1.620 0.713 2.329 0.1245
O 2.587 0.376 3.441 -0.5353
C 2.464 -0.860 3.919 -0.2417
C 0.082 0.502 2.695 0.3178
O 0.005 0.055 3.949 -0.5010
C -1.608 -0.079 4.182 -0.2491
C -0.827 0.770 1.848 -0.3650
H -3.607 -1.578 -3.383 0.1887
H -3.856 -0.808 -4.979 0.2089
H -3.598 0.208 -3.371 0.1984
H -1.599 0.125 -5.166 0.2476
H -1.630 -1.700 -4.629 0.1458
H -1.423 -2.350 -2.269 0.2190
H -1.872 -0.970 -1.486 0.1591
H -1.177 -2.023 0.710 0.2028
H 0.944 -2.587 2.141 0.2239
H 3.563 -1.388 -1.034 0.1824
H 1.631 -1.200 -2.642 0.2333
H -0.439 1.479 -3.777 0.1957
H 0.478 0.938 -2.362 0.1946
H -3.163 2.394 -3.269 0.2390
H -2.951 2.802 0.903 0.4136
H 1.188 2.118 -0.612 0.2183
H 5.203 1.306 0.658 0.2260
H 4.322 1.107 2.440 0.2197
H 4.207 -0.205 1.434 0.2114
H 1.741 -1.382 4.523 0.1991
H 2.948 -1.476 3.206 0.1700
H 3.367 -0.654 4.751 0.1654
H -2.117 -0.837 3.637 0.1968
H -1.655 -0.449 5.283 0.2024
H -1.939 0.843 4.147 0.1810
H -1.747 0.588 2.018 0.1924

***

6.
20
Properties=species:S:1:pos:R:3:nbo_charge:R:1 method="wB97M-V/def2-TZVPD" de_lowest_kj_mol=384.8 charge=0 e_lumo_ev=0.82 smiles=CC1(C)[C@]2(C)O[C@]12C orbital_gap_ha=0.3437 homo_ha=-0.314
C 1.139 1.352 0.350 -0.6404
C -0.040 0.366 0.615 -0.0322
C -0.670 0.564 1.963 -0.6466
C -0.770 -0.144 -0.649 0.1796
C -1.471 0.480 -1.788 -0.6487
O -1.258 -1.336 0.063 -0.5095
C 0.080 -1.045 0.005 0.2397
C 1.238 -1.955 -0.269 -0.6533
H 0.554 2.303 0.102 0.2245
H 1.869 0.912 -0.511 0.2098
H 1.865 1.381 1.184 0.2199
H -1.314 1.399 1.779 0.2157
H 0.241 0.586 2.693 0.2182
H -1.388 -0.317 2.100 0.2429
H -2.294 1.283 -1.560 0.2270
H -2.026 -0.185 -2.540 0.2423
H -0.652 0.980 -2.358 0.2297
H 2.071 -1.452 -0.815 0.2251
H 1.042 -2.888 -0.951 0.2336
H 1.785 -2.286 0.589 0.2226

***

no.,energy (eV)
1,-10394.2080
2,-7720.8143
3,-24448.7436
4,-108715.4158
5,-34281.9597
6,-9496.8303